Record 1
23
Properties=species:S:1:pos:R:3:forces:R:3 method="wB97M-V/def2-TZVPD" gap_ev="5.9 / 7.8" e_tot_ha=-1197.4060 de_lowest_kcal_mol=98.0 largest_force_ha_per_bohr=0.0811 lumo_ev="-0.83 / -0.16"
H -0.689 -0.201 -2.244 -0.22 -0.24 -0.73
H 1.336 2.262 -0.912 -0.14 1.03 -0.80
C 2.306 -3.327 -0.104 0.39 0.57 2.12
P -0.212 1.203 2.840 0.90 1.24 -0.46
C -1.593 -0.398 -1.674 2.22 -0.35 2.78
H 3.182 -3.583 -0.669 0.31 -0.03 -0.25
H -1.450 1.257 3.458 -0.52 0.17 0.29
H 2.226 -3.893 0.820 0.11 -1.06 -0.45
H -2.488 -0.133 -2.169 -0.97 -0.75 -0.74
C -0.854 1.468 1.169 -0.39 -1.58 0.77
C 0.248 2.306 -1.058 0.09 -1.46 -0.67
C -1.986 0.563 0.709 1.23 2.12 -1.60
H 1.379 -3.433 -0.651 -0.07 0.60 -0.07
S 2.554 -1.719 0.879 0.28 -1.24 -0.52
H -1.403 -1.376 -1.127 -1.08 0.37 -1.58
H -0.106 1.997 -2.109 0.98 0.95 1.32
N 0.764 0.180 0.087 3.33 -2.51 0.18
O -3.034 0.166 1.092 -1.26 -0.95 1.03
C 1.469 -0.827 0.026 -2.46 2.42 -1.17
N -1.446 0.545 -0.579 0.16 0.32 0.32
H 0.192 2.588 3.101 -0.30 -0.87 0.08
H -0.247 3.229 -0.698 0.45 -0.61 -0.39
C -0.148 1.126 -0.186 -3.05 1.84 0.54

---

Record 2
22
Properties=species:S:1:pos:R:3:forces:R:3 method="wB97M-V/def2-TZVPD" gap_ev="9.1 / 9.1" e_tot_ha=-420.7127 total_charge=+1 de_lowest_kcal_mol=150.8 largest_force_ha_per_bohr=0.1325 lumo_ev="-4.73 / -4.73"
H -0.996 -3.093 -3.007 1.79 -0.02 -0.75
H 0.608 3.165 0.897 -0.64 2.76 -3.18
H 0.411 -1.775 -3.502 -1.54 -1.42 1.20
H -0.027 2.702 2.397 1.46 -0.73 -1.31
H -1.969 0.744 0.957 -2.00 -0.67 1.10
H -1.215 1.763 -0.494 -0.53 -0.95 1.85
H 1.629 -0.922 -1.139 0.06 0.84 0.66
N -0.999 -1.525 -1.856 2.63 1.56 1.35
N 0.841 -0.392 -0.739 0.51 -1.75 -1.88
H 0.702 -2.973 -2.046 -2.42 1.17 -1.46
H 1.189 -0.163 2.559 1.50 -0.44 0.08
C 0.234 1.012 0.990 -0.21 1.02 1.78
C -0.363 -0.651 -1.100 -2.81 2.93 3.22
C -1.157 1.067 0.422 4.04 0.33 -5.48
H 1.692 2.480 1.867 1.26 -0.76 0.66
C 0.275 -0.049 2.058 -2.07 3.09 2.61
H -0.428 0.293 2.936 1.01 -0.64 -1.73
O 1.185 0.747 -0.008 0.60 -0.35 -1.40
C -0.161 -2.411 -2.701 0.62 -0.72 0.46
H -0.153 -0.869 1.625 -0.66 -2.77 -0.55
H -1.993 -1.551 -1.646 0.31 -0.57 -0.76
C 0.698 2.401 1.530 -2.92 -1.90 3.54

---

Record 3
23
Properties=species:S:1:pos:R:3:forces:R:3 method="wB97M-V/def2-TZVPD" gap_ev=8.6 e_tot_ha=-727.6945 total_charge=+1 de_lowest_kcal_mol=55.1 largest_force_ha_per_bohr=0.0962 lumo_ev=-4.29
H 2.286 -0.568 -0.274 0.31 -0.10 -0.05
N -0.932 2.386 -0.091 3.97 -0.83 2.83
H -1.773 2.706 -0.410 -2.56 1.53 -0.89
H -0.064 4.166 0.607 0.27 1.03 0.62
C -1.099 1.670 1.227 -1.87 -0.57 -0.66
H 1.974 -1.836 0.951 0.31 0.22 -0.14
C 2.149 -1.633 -0.118 -1.46 -0.90 0.19
H 0.549 3.699 -1.103 -0.99 -0.47 2.14
C 0.818 -2.113 -0.740 0.00 2.06 0.05
H -0.159 1.334 1.688 -0.06 0.62 -0.46
H -1.744 2.191 2.037 1.11 -0.60 -1.37
C -0.117 -1.189 -0.964 0.53 0.01 1.07
H -2.903 0.613 0.534 0.29 -0.47 -0.04
C 0.203 3.364 -0.030 1.34 -2.57 -2.29
H 1.204 -4.348 -0.774 -0.74 1.38 0.05
H 1.074 2.695 0.365 -1.35 1.72 -0.45
H 2.966 -2.278 -0.421 0.16 0.27 -0.28
H -1.660 -0.549 1.319 -0.55 0.98 -0.47
H 0.196 -3.609 -2.034 0.04 -0.17 -1.09
C -1.844 0.386 0.724 1.04 -0.60 0.48
H -0.539 -3.667 -0.496 1.49 -0.39 -0.40
S -1.057 0.097 -0.987 0.02 -0.49 -0.16
C 0.472 -3.518 -1.012 -1.30 -1.66 1.31

---

Record 4
44
Properties=species:S:1:pos:R:3:forces:R:3 method="wB97M-V/def2-TZVPD" gap_ev=5.7 e_tot_ha=-1683.8088 total_charge=-1 largest_force_ha_per_bohr=0.0501 lumo_ev=1.70
C -2.525 4.408 20.263 0.63 -0.87 0.74
C -3.964 4.795 22.505 -0.42 -0.23 -0.96
C 1.521 3.886 11.084 0.00 -0.60 -0.19
C 0.242 4.407 10.937 -0.02 -0.17 -0.69
O -1.296 5.618 9.699 0.68 -0.77 -0.16
N -4.294 4.403 18.819 -1.18 -0.01 -0.86
F -1.772 4.315 19.153 0.39 -0.04 -0.48
C -3.925 4.446 20.079 0.17 0.46 0.53
H 2.093 3.740 10.152 0.10 0.28 0.87
H -5.918 5.870 18.818 0.53 -1.12 -0.09
H -5.164 3.884 14.577 -0.60 -0.88 -0.36
F -0.536 4.534 21.497 -0.19 -0.58 0.07
H -6.430 4.180 19.061 0.17 0.03 0.35
O -0.896 3.678 15.456 -1.38 0.18 -1.35
N -5.019 5.129 16.149 -0.65 0.71 0.04
H -1.645 4.819 11.740 -0.59 0.02 0.17
N -0.229 5.010 9.655 0.15 1.43 -0.85
Na -2.867 3.955 16.716 0.03 0.34 0.19
H -7.041 4.770 16.862 -0.13 0.61 -0.05
F -5.972 4.743 21.338 -1.58 0.12 -0.14
H -2.162 4.852 23.586 0.30 -0.08 0.07
C 1.883 3.428 12.365 -1.03 0.04 -0.09
C -4.655 4.654 21.292 2.27 -0.01 0.71
C -5.657 4.781 18.561 -1.01 1.04 -0.47
C -1.890 4.385 21.472 0.05 1.52 -0.12
C -0.692 4.386 11.935 0.12 0.23 0.10
C 0.944 3.492 13.432 0.65 -0.13 -0.37
C -2.609 4.642 22.632 0.15 -0.10 0.35
H -5.902 3.468 16.953 -0.14 0.11 -0.06
F -4.656 5.134 23.614 -0.35 -0.10 0.09
H -6.531 5.079 14.621 -0.11 -0.04 -0.01
C -5.994 4.560 17.095 1.15 -1.23 -0.25
H -4.057 6.901 15.619 -0.49 -0.15 0.00
H 2.831 2.933 12.518 0.16 0.22 0.01
H -5.654 7.200 16.450 0.87 -0.66 0.02
C -0.351 3.914 13.186 -0.27 0.32 -0.02
C -4.736 6.526 16.404 -0.07 0.93 -0.53
C -1.374 4.035 14.305 1.48 0.16 2.10
O -2.467 4.581 14.083 0.00 -0.53 0.03
H 1.160 3.237 14.482 0.13 -0.09 -0.75
H -4.843 5.434 14.000 -0.77 -0.18 1.28
H -4.133 6.619 17.297 -0.29 0.06 0.61
O 0.482 5.021 8.640 -0.40 -0.70 1.43
C -5.466 4.893 14.783 1.50 0.45 -0.93